ORCA calculation (wB97M-V/def2-TZVPD) on a structure of composition CuH12O6.

Structure (XYZ):
```
19
Properties=species:S:1:pos:R:3:lowdin_charge:R:1
Cu -0.0232 -0.0411 0.0742 0.722
O -0.8315 0.2294 -1.8971 0.025
H -0.3804 0.7321 -2.5463 0.091
H -1.1931 -0.4880 -2.4124 0.113
O -1.9019 -0.8049 0.7839 0.037
H -2.7743 -0.5440 0.6032 0.086
H -1.7810 -0.9900 1.7094 0.077
O 0.3117 -0.1759 2.1005 -0.023
H 1.1852 -0.1633 2.6074 0.165
H -0.3616 0.0854 2.7526 0.119
O 0.5676 -1.9292 -0.8545 0.010
H 1.0376 -2.2199 -1.5961 0.069
H 0.7573 -2.6681 -0.2598 0.112
O -0.5572 1.9555 0.1923 -0.021
H -1.0422 2.0704 -0.6454 0.092
H 0.1498 2.6347 0.2049 0.121
O 1.9236 0.7259 -0.1998 -0.010
H 2.6184 0.2311 0.2212 0.091
H 2.2953 1.3599 -0.8382 0.124
```

## Properties
ΔE to the lowest compared entry with this formula, charge and spin, kcal/mol: 11.0
Largest force on an atom, eV/Å: 2.71
Total charge: +2
HOMO-LUMO gap (alpha / beta), eV: 12.9118 / 9.5146
HOMO energy (alpha / beta), eV: -20.25 / -19.88
2S+1: 2
DFT total energy, eV: -57103.0731
LUMO level (alpha / beta), eV: -7.34 / -10.37



ORCA calculation (wB97M-V/def2-TZVPD) on a structure of composition C9H11O3.

Structure (XYZ):
```
23
Properties=species:S:1:pos:R:3:lowdin_charge:R:1
C 2.0948 2.3367 -2.6168 -0.077
C -0.4330 0.9558 0.6888 -0.359
C 0.3555 0.1085 -0.1005 -0.029
C -0.2410 2.3595 0.4786 -0.031
C 1.2826 0.5637 -1.0287 -0.082
C 0.6946 2.7435 -0.4525 -0.098
C 1.4298 1.9252 -1.3243 -0.305
O -1.5116 0.5642 1.3423 -0.010
H -1.4157 -0.4867 1.6831 0.023
H 0.3575 -0.9593 0.0941 0.102
H -0.9560 3.0102 0.9550 0.101
H 1.7669 -0.1598 -1.6781 0.100
H 0.7612 3.8368 -0.5029 0.097
H 3.1783 2.4213 -2.6453 0.062
H 1.6763 3.2735 -2.9904 0.066
H 1.7407 1.5938 -3.3242 0.064
C -1.1688 -3.9353 1.3764 -0.037
C -2.0799 -2.8267 1.9002 -0.683
O -1.4389 -1.7152 2.0677 -0.073
O -3.2428 -3.0243 2.2456 -0.018
H -1.5182 -4.9053 1.7446 0.061
H -0.1832 -3.7717 1.8010 0.060
H -1.1491 -3.9084 0.2862 0.067
```

## Properties
ΔE to the lowest compared entry with this formula, charge and spin, kcal/mol: 16.9
Largest force on an atom, eV/Å: 2.53
Total charge: -1
HOMO-LUMO gap, eV: 7.7016
HOMO energy, eV: -4.38
DFT total energy, eV: -15655.5670
LUMO level, eV: 3.32



ORCA calculation (wB97M-V/def2-TZVPD) on a cluster of 6 separate species, C30H55BrF5IO14S in total.

Structure (XYZ):
```
107
Properties=species:S:1:pos:R:3:lowdin_charge:R:1
O 1.3893 0.5982 2.0672 -0.213
S 0.7100 1.2290 0.9969 0.591
O -0.6997 1.2940 0.9967 -0.181
O 1.1737 0.6592 -0.4245 -0.223
C 2.4880 1.1351 -0.7068 -0.687
Br 3.7419 -0.1710 0.0183 0.891
C 2.4369 2.5663 -0.1242 -0.695
I 1.8464 3.7846 -1.8673 1.151
C 3.7214 3.2380 0.4291 -0.537
F 4.7317 3.0346 -0.4375 0.102
F 3.4744 4.5802 0.4557 0.032
C 4.0883 2.8465 1.8415 -0.119
C 3.4233 3.4291 2.9146 0.002
C 3.7391 3.0497 4.2104 -0.032
C 4.7122 2.0910 4.4348 0.006
C 5.3962 1.5316 3.3626 -0.099
C 6.4492 0.4931 3.6060 -0.588
F 7.4810 0.9672 4.3168 0.152
F 5.9418 -0.5510 4.2876 0.144
F 6.9501 -0.0001 2.4617 0.136
C 5.0915 1.9107 2.0654 -0.003
O 1.3780 2.6827 0.7856 -0.200
H 2.6896 1.1771 -1.7634 0.061
H 2.6590 4.1640 2.7251 0.125
H 3.2354 3.4929 5.0533 0.112
H 4.9574 1.7619 5.4329 0.128
H 5.6172 1.4925 1.2286 0.085
C -2.9856 1.9187 -0.8203 -0.117
O -4.1328 2.4782 -1.4412 -0.189
C -4.0892 2.4136 -2.8562 -0.209
C -4.9436 1.2871 -3.3913 -0.206
O -4.4233 0.0169 -3.0358 -0.189
C -5.1068 -0.5912 -1.9560 -0.111
H -3.1802 1.8443 0.2462 0.085
H -2.7725 0.9213 -1.2122 0.088
H -2.1125 2.5614 -0.9729 0.080
H -3.0580 2.3017 -3.2070 0.130
H -4.4770 3.3596 -3.2418 0.113
H -4.9562 1.3402 -4.4850 0.125
H -5.9732 1.3959 -3.0363 0.126
H -6.1062 -0.9179 -2.2639 0.088
H -5.1967 0.0871 -1.1039 0.084
H -4.5303 -1.4639 -1.6547 0.089
C -1.3844 6.7240 -4.4123 -0.109
O -1.0165 6.0619 -3.2163 -0.221
C -0.8859 6.9355 -2.1009 -0.212
C -2.0803 6.8637 -1.1795 -0.200
O -3.2465 7.3870 -1.7924 -0.185
C -4.1247 6.3874 -2.2684 -0.110
H -1.6162 5.9591 -5.1518 0.088
H -2.2645 7.3550 -4.2672 0.085
H -0.5577 7.3374 -4.7875 0.088
H -0.7301 7.9659 -2.4343 0.128
H 0.0048 6.6207 -1.5471 0.095
H -1.8786 7.4721 -0.2920 0.127
H -2.2419 5.8317 -0.8515 0.126
H -4.6042 5.8604 -1.4364 0.093
H -3.5987 5.6641 -2.8953 0.071
H -4.8918 6.8814 -2.8632 0.091
C 4.7172 2.0104 -4.9345 -0.104
O 3.3367 2.3042 -4.8128 -0.245
C 2.8886 3.2948 -5.7236 -0.218
C 2.1375 2.6889 -6.8865 -0.204
O 2.9880 1.9117 -7.7120 -0.187
C 2.8580 0.5174 -7.5036 -0.109
H 4.9212 1.1329 -4.3223 0.088
H 4.9920 1.7914 -5.9689 0.086
H 5.3247 2.8443 -4.5666 0.091
H 3.7297 3.8927 -6.0865 0.130
H 2.2114 3.9612 -5.1768 0.098
H 1.7309 3.4969 -7.5031 0.127
H 1.2987 2.0886 -6.5210 0.128
H 1.8994 0.1551 -7.8900 0.089
H 2.9388 0.2593 -6.4447 0.083
H 3.6628 0.0293 -8.0500 0.089
C 1.4451 -2.5594 2.2579 -0.116
O 1.4702 -3.8924 1.7760 -0.184
C 2.0563 -4.8091 2.6839 -0.206
C 1.0098 -5.6203 3.4129 -0.207
O 0.2334 -4.8155 4.2852 -0.190
C -1.0411 -4.4879 3.7640 -0.104
H 0.8317 -1.9767 1.5752 0.077
H 1.0123 -2.5010 3.2595 0.091
H 2.4535 -2.1342 2.2732 0.070
H 2.6938 -4.2864 3.4037 0.127
H 2.6883 -5.4885 2.1028 0.125
H 1.5104 -6.3773 4.0255 0.125
H 0.3684 -6.1386 2.6930 0.125
H -1.6880 -5.3730 3.7512 0.073
H -0.9707 -4.0789 2.7531 0.086
H -1.4844 -3.7392 4.4180 0.093
C -4.4859 -10.6088 5.7113 -0.112
O -3.5032 -10.3665 4.7223 -0.189
C -3.9507 -9.5201 3.6762 -0.207
C -3.4256 -8.1114 3.8310 -0.215
O -3.9740 -7.4663 4.9685 -0.190
C -3.0874 -7.4234 6.0720 -0.105
H -3.9973 -11.1196 6.5390 0.088
H -4.9256 -9.6781 6.0785 0.084
H -5.2801 -11.2538 5.3198 0.088
H -5.0439 -9.5092 3.6293 0.126
H -3.5756 -9.9359 2.7357 0.125
H -3.7166 -7.5275 2.9515 0.125
H -2.3320 -8.1215 3.8830 0.122
H -2.2665 -6.7236 5.8793 0.080
H -2.6739 -8.4100 6.2951 0.085
H -3.6486 -7.0724 6.9361 0.090
```

## Properties
Largest force on an atom, eV/Å: 1.87
Total charge: 0
HOMO-LUMO gap, eV: 8.5191
Structure (SMILES): O=S1(=O)O[C@H](Br)[C@](I)(C(F)(F)c2cccc(C(F)(F)F)c2)O1.COCCOC.COCCOC.COCCOC.COCCOC.COCCOC
HOMO energy, eV: -9.15
DFT total energy, eV: -163226.1819
LUMO level, eV: -0.63



ORCA calculation (wB97M-V/def2-TZVPD) on the molecule C4H8Cl3OP.

Structure (XYZ):
```
17
Properties=species:S:1:pos:R:3:lowdin_charge:R:1
C 0.8322 1.1242 -0.9692 -0.036
C -1.3469 0.4100 -1.7351 -0.091
C -0.7413 1.1603 -0.6586 -0.453
C 1.7403 -2.5747 2.4827 -0.777
O -1.1275 0.6628 0.6212 -0.476
P -1.1744 -0.7647 1.4597 0.348
Cl 1.9493 -3.2542 0.8206 0.300
Cl 0.7895 -0.8791 2.1068 0.412
Cl -1.7498 -0.0387 3.2781 0.216
H 1.3693 1.8774 -0.3688 0.084
H 1.2451 0.0988 -1.0082 0.086
H 1.0248 1.5427 -1.9213 0.053
H -2.3838 0.3235 -1.7748 0.070
H -1.0363 -0.6645 -1.7701 0.114
H -0.9708 0.9349 -2.5376 0.063
H -1.1765 2.1843 -0.6330 0.160
H 2.7568 -2.1430 2.6076 -0.071
```

## Properties
ΔE to the lowest compared entry with this formula, charge and spin, kcal/mol: 115.7
Largest force on an atom, eV/Å: 2.83
Total charge: 0
HOMO-LUMO gap, eV: 8.3596
HOMO energy, eV: -8.10
DFT total energy, eV: -53178.0172
LUMO level, eV: 0.26



ORCA calculation (wB97M-V/def2-TZVPD) on a cluster of 3 separate species, C20H46ClN2OP in total.

Structure (XYZ):
```
71
Properties=species:S:1:pos:R:3:lowdin_charge:R:1
C -3.7742 2.9262 0.3933 -0.144
C -3.8825 1.3252 0.8140 -0.328
N -3.0573 0.9610 2.0282 -0.280
P -1.3327 1.3694 1.8517 0.970
C -0.6580 1.5194 3.6599 -0.364
C -0.5048 0.0720 4.4211 -0.688
C -1.9548 -0.5828 4.8777 -0.165
Cl 0.4165 0.3973 6.0370 0.473
N -0.3771 0.0735 1.0911 -0.292
C -1.1067 -1.2491 1.0298 -0.161
C 0.2106 0.4884 -0.2390 -0.344
C 0.5153 -0.4837 -1.5235 -0.042
O 0.5635 1.7963 -0.3801 -0.127
H -4.8766 3.3563 0.3398 0.075
H -3.3329 2.9514 -0.6905 0.076
H -3.1932 3.5763 1.1755 0.067
H -3.6598 0.5877 -0.0669 0.099
H -5.0219 1.1641 1.1303 0.118
H -3.2235 -0.0131 2.3613 0.046
H 0.3325 2.1832 3.6990 0.078
H -1.5015 2.1159 4.2580 0.099
H 0.1489 -0.6368 3.7525 0.100
H -1.8671 -1.0954 5.9469 0.078
H -2.7555 0.2775 4.9852 0.087
H -2.3732 -1.3696 4.0920 0.066
H -1.6633 -1.4992 2.0324 0.068
H -1.7735 -1.3446 0.0663 0.087
H -0.2637 -2.0863 0.9158 0.110
H 0.7850 0.2025 -2.4544 0.105
H 1.4472 -1.1908 -1.3668 0.100
H -0.4587 -1.0981 -1.8117 0.072
C 6.1495 4.3833 1.1547 -0.118
C 6.0884 3.0304 1.8473 -0.276
C 4.8932 2.1799 1.4098 -0.227
C 3.5145 2.7722 1.7243 -0.221
C 3.2554 3.0816 3.2002 -0.270
C 3.2927 1.8476 4.0894 -0.126
H 5.2784 4.9998 1.3945 0.066
H 7.0412 4.9304 1.4764 0.069
H 6.2003 4.2625 0.0679 0.075
H 6.0809 3.1737 2.9332 0.098
H 7.0083 2.4805 1.6168 0.103
H 4.9792 1.1902 1.8743 0.100
H 4.9571 2.0095 0.3277 0.109
H 2.7494 2.0713 1.3686 0.094
H 3.3721 3.6912 1.1435 0.106
H 2.2638 3.5425 3.2889 0.095
H 3.9717 3.8222 3.5698 0.100
H 2.5513 1.1099 3.7649 0.053
H 3.0647 2.1231 5.1247 0.064
H 4.2782 1.3739 4.0822 0.069
C -2.8682 -3.8409 -2.5645 -0.119
C -2.4052 -4.7041 -3.7282 -0.271
C -1.1748 -4.1432 -4.4458 -0.228
C -1.3675 -2.7742 -5.1087 -0.232
C -2.4919 -2.6998 -6.1437 -0.274
C -2.2713 -3.6148 -7.3390 -0.115
H -3.1808 -2.8471 -2.8976 0.065
H -3.7240 -4.3080 -2.0672 0.071
H -2.0697 -3.7235 -1.8248 0.066
H -3.2313 -4.8430 -4.4340 0.101
H -2.1585 -5.7009 -3.3446 0.106
H -0.8473 -4.8699 -5.1989 0.102
H -0.3501 -4.0652 -3.7262 0.107
H -0.4235 -2.4882 -5.5885 0.110
H -1.5519 -2.0184 -4.3361 0.091
H -2.5613 -1.6667 -6.5064 0.106
H -3.4572 -2.9273 -5.6803 0.099
H -1.3308 -3.3750 -7.8460 0.077
H -3.0855 -3.4926 -8.0615 0.071
H -2.2464 -4.6672 -7.0432 0.066
```

## Properties
Largest force on an atom, eV/Å: 8.16
Total charge: 0
HOMO-LUMO gap, eV: 8.6396
Structure (SMILES): CCNP(C[C@H](C)Cl)N(C)C(C)=O.CCCCCC.CCCCCC
HOMO energy, eV: -8.28
DFT total energy, eV: -48321.4479
LUMO level, eV: 0.36



ORCA calculation (wB97M-V/def2-TZVPD) on the molecule C4H7N3O2.

Structure (XYZ):
```
16
Properties=species:S:1:pos:R:3:lowdin_charge:R:1
N -0.2584 1.7139 0.8895 0.064
C -0.6677 0.8987 -0.2319 -0.358
N 0.4612 0.6732 -1.1862 0.004
C 1.5303 0.0576 -0.6859 -0.151
C 2.3985 -0.5090 -0.0678 -0.135
O 3.2826 -1.3062 0.5288 0.028
N -1.0006 -0.4507 0.2495 0.073
C -2.0201 -1.1705 -0.1501 -0.408
O -2.3533 -2.2961 0.1753 0.011
H -1.0194 2.2153 1.2113 0.035
H 0.0896 1.1604 1.7060 0.105
H -1.5032 1.5248 -0.8460 0.200
H 0.7656 1.3483 -1.8788 0.131
H 3.3100 -2.2728 0.3951 0.128
H -0.2842 -1.0029 0.6819 0.137
H -2.7311 -0.5840 -0.7906 0.136
```

## Properties
ΔE to the lowest compared entry with this formula, charge and spin, kcal/mol: 94.2
Largest force on an atom, eV/Å: 3.75
Total charge: 0
HOMO-LUMO gap, eV: 9.0513
Structure (SMILES): N[C@@H](NC#CO)NC=O
HOMO energy, eV: -8.60
DFT total energy, eV: -12823.4463
LUMO level, eV: 0.46